Record 1
# C4H10S2

A single C4H10S2 molecule in a non-equilibrium geometry (ωB97M-V with the def2-TZVPD basis set, OMol25).

```
16
Properties=species:S:1:pos:R:3:nbo_charge:R:1
C 1.37110 -1.67006 0.31514 -0.61
C 1.22491 -0.20673 0.85150 -0.42
C 1.05960 0.84127 -0.25405 -0.53
S 0.22608 0.35328 -1.82172 0.09
S -1.65969 -0.59644 -0.64426 0.07
C -2.61412 0.90241 -0.36969 -0.79
H 1.11066 -2.36452 1.12279 0.21
H 0.61906 -1.82214 -0.45199 0.22
H 2.38324 -1.80264 -0.10482 0.20
H 0.29863 -0.16302 1.38972 0.20
H 1.94283 0.01087 1.66508 0.21
H 0.48275 1.68276 0.13354 0.22
H 2.06011 1.02632 -0.66444 0.22
H -3.58549 0.67950 -0.81765 0.23
H -2.67413 1.35644 0.60592 0.22
H -2.24554 1.77271 -0.95507 0.25
```

Results
* strongest force on any atom: 0.070 Eh/bohr
* structure (SMILES): CCCSSC
* charge: 0
* energy relative to the best compared isomer or geometry (same formula, charge and spin): 144.7 kJ/mol

---

Record 2
# C4H10S2

A 2-piece molecular cluster, C4H10S2 overall in a non-equilibrium geometry (ωB97M-V with the def2-TZVPD basis set, OMol25).

```
16
Properties=species:S:1:pos:R:3:nbo_charge:R:1
C 0.06348 0.60835 1.46767 -0.72
C -0.35555 -1.80448 0.50680 -0.65
C 1.52464 0.16151 -1.36790 -0.57
C -0.40941 -0.21330 0.38929 -0.07
S -1.58713 2.11351 -0.95631 -0.18
S -1.84412 0.11517 -0.58831 0.16
H 0.10896 1.66639 1.28739 0.23
H -0.49817 0.58290 2.46934 0.21
H 1.00317 0.38540 1.83764 0.23
H 0.65020 -2.04582 0.22749 0.23
H -1.10952 -2.06649 -0.17688 0.21
H -0.57035 -1.93671 1.51354 0.21
H 0.77073 0.82763 -1.73692 0.19
H 2.40349 0.44478 -0.78236 0.18
H 1.59811 -0.92864 -1.68963 0.18
H -1.74851 2.08981 -2.40085 0.16
```

Results
* strongest force on any atom: 0.085 Eh/bohr
* charge: 0
* energy relative to the best compared isomer or geometry (same formula, charge and spin): 438.5 kJ/mol